1.
This record from the Open Molecules 2025 dataset describes a molecular structure, C22H31NOPbS9Sb at a distorted geometry. The level of theory is ωB97M-V/def2-TZVPD.

XYZ file:
```
66
Properties=species:S:1:pos:R:3:forces:R:3
Pb 0.797652 1.049638 -0.689392 -0.14 0.32 1.05
C -2.848548 2.699238 0.062808 0.59 0.17 0.14
C -3.040448 2.493538 -1.429692 0.18 -0.44 -0.22
S -1.835548 1.335138 -2.196092 -0.60 0.49 -0.20
C -1.219248 2.332038 -3.601792 -0.30 -0.19 0.44
C -0.616948 3.684838 -3.278292 0.57 0.08 0.27
S 0.850752 3.632738 -2.158192 -0.51 0.59 -0.23
C 0.447152 4.869738 -0.862492 0.08 -0.15 -0.43
C -0.888048 4.732238 -0.160992 -0.07 -0.48 0.33
S -1.150048 3.093038 0.628708 -0.38 0.35 -0.18
H -3.492748 3.508538 0.412308 -0.12 -0.16 0.01
H -3.100448 1.788838 0.606408 -0.07 0.03 0.08
H -4.026148 2.060238 -1.596592 -0.09 0.16 -0.03
H -2.980948 3.432138 -1.973292 -0.08 0.04 -0.03
H -0.491048 1.682538 -4.085392 0.00 -0.04 -0.13
H -2.067848 2.473938 -4.272092 0.14 -0.03 -0.17
H -0.273848 4.130538 -4.211492 -0.10 0.11 0.00
H -1.349948 4.351038 -2.830692 0.01 0.06 -0.06
H 1.263752 4.758538 -0.148492 0.07 0.06 -0.04
H 0.515252 5.856938 -1.325192 0.06 -0.02 0.15
H -0.934148 5.470638 0.639708 -0.04 0.09 -0.11
H -1.722148 4.902238 -0.834892 -0.06 0.10 -0.04
O 4.368452 -2.483662 -6.094292 0.06 -0.07 -0.07
C 3.811152 -1.923862 -5.214392 -0.14 0.23 0.20
S 4.510252 -0.579462 -4.269792 0.01 0.17 0.13
C 3.161052 -0.313162 -3.195592 2.13 2.21 0.98
C 2.050552 -1.163862 -3.369892 -2.75 -1.60 0.13
S 0.643852 -1.142162 -2.456292 1.12 -0.80 -1.17
S 2.153452 -2.320962 -4.668692 -0.22 0.12 0.18
S 3.269552 0.935038 -2.084992 0.49 -1.21 -1.13
S 2.549552 2.103838 1.208008 0.19 0.92 0.15
C 2.919452 0.462338 1.385008 0.00 -0.09 0.14
N 2.293952 -0.432962 0.660608 0.14 0.29 -0.35
C 2.673152 -1.705362 0.955608 0.60 -0.88 0.52
C 2.177052 -2.871362 0.375108 0.13 0.22 0.06
C 2.635952 -4.086062 0.836608 0.02 -0.12 0.03
C 3.578152 -4.158362 1.861908 0.05 -0.12 0.03
C 4.090852 -3.015962 2.444508 -0.08 0.12 -0.12
C 3.639552 -1.790462 1.981208 -0.17 -0.05 -0.17
S 4.068952 -0.193062 2.532008 -0.38 -0.01 -0.33
H 1.445252 -2.799162 -0.415792 -0.08 -0.07 -0.06
H 2.255952 -4.999162 0.404908 -0.03 -0.10 -0.06
H 3.919252 -5.121862 2.205308 0.01 -0.12 0.03
H 4.811052 -3.068162 3.242708 0.15 -0.07 0.12
C 0.275852 -2.557462 3.543508 0.06 0.02 0.00
C -0.640348 -2.699862 2.346908 -0.13 0.48 -0.31
Sb -0.984448 -0.800862 1.290008 -0.89 -0.55 0.61
C -1.747748 0.334938 3.017408 0.24 -0.35 -0.53
C -2.907748 -0.331362 3.727108 0.03 0.04 -0.01
C -2.863348 -1.439162 0.350408 0.45 0.24 0.39
C -2.615548 -2.306362 -0.868092 0.04 0.02 0.05
H 0.431352 -3.524862 4.019308 0.01 -0.06 0.06
H -0.146248 -1.886562 4.289608 0.04 0.07 0.08
H 1.252452 -2.182362 3.245408 0.12 0.07 0.06
H -1.624748 -3.053962 2.649808 -0.12 0.01 -0.08
H -0.229248 -3.402662 1.626608 -0.04 -0.01 -0.09
H -2.024348 1.327738 2.670008 0.09 0.09 -0.05
H -0.896548 0.452938 3.686808 0.11 0.06 -0.04
H -3.775948 -0.416162 3.078008 -0.12 -0.07 -0.02
H -3.192948 0.263038 4.593608 -0.10 -0.02 0.11
H -2.639048 -1.324062 4.077708 -0.05 -0.15 0.06
H -3.426248 -0.551562 0.070908 -0.13 0.14 0.05
H -3.430248 -1.988362 1.099408 -0.08 0.07 0.11
H -2.043648 -1.768562 -1.622392 0.02 -0.03 -0.13
H -3.562948 -2.605862 -1.312892 -0.02 -0.08 -0.11
H -2.071148 -3.209062 -0.597792 0.08 -0.12 -0.06
```
Positions in Å, forces in eV/Å.

Properties
HOMO level (spin up / spin down) (eV): -10.08 / -10.08
Electronic energy (eV): -136151.6715
HOMO-LUMO gap (spin up / spin down) (eV): 4.26 / 4.26
Total charge: +1
Relative energy (zero: lowest compared OMol25 entry of this formula, charge and spin) (eV): 2.005

2.
This record from the Open Molecules 2025 dataset describes 2 unconnected molecules or ions with the total composition C3H9N2OS at a distorted geometry. The level of theory is ωB97M-V/def2-TZVPD.

XYZ file:
```
16
Properties=species:S:1:pos:R:3:forces:R:3
C -2.281487 1.932801 -0.352596 1.01 -0.44 -0.16
N -1.458988 1.733138 -1.392029 0.31 1.06 -1.26
O -2.169426 1.362267 0.725750 -0.86 0.38 -0.12
H -3.072586 2.671166 -0.606081 -0.08 0.03 0.46
H -0.625822 0.992655 -1.478074 -0.73 0.57 0.34
H -1.467465 2.469639 -2.128384 -0.24 -1.08 0.82
C 1.054322 -1.753417 0.894693 0.16 -0.55 -2.04
C 0.227045 -0.656546 0.215888 0.65 0.66 0.03
S 0.656137 -0.352755 -1.539578 0.87 -0.46 -0.10
N 2.508762 -1.417142 0.945392 -1.62 -1.14 2.85
H 0.939806 -2.656013 0.257521 0.19 0.23 0.44
H 0.646587 -2.007501 1.876041 0.36 0.20 0.19
H 0.457490 0.247758 0.807901 -0.50 -0.03 -0.26
H -0.846501 -0.798420 0.155208 -0.07 -0.33 0.84
H 2.562753 -0.604356 1.536665 0.30 0.36 0.13
H 2.869373 -1.163274 0.081685 0.25 0.54 -2.16
```
Positions in Å, forces in eV/Å.

Properties
HOMO level (eV): -2.98
Electronic energy (eV): -19120.9964
HOMO-LUMO gap (eV): 6.80
Total charge: -1
Relative energy (zero: lowest compared OMol25 entry of this formula, charge and spin) (eV): 1.600